# 1
6 unconnected molecules or ions with the total composition C24H30F18O12, computed with ωB97M-V/def2-TZVPD.

Calculated values
- Charge: 0
- Energy relative to the best compared isomer or geometry (same formula, charge and spin): 101.4 kcal/mol
- SMILES: CCOC(=O)C(F)(F)F.CCOC(=O)C(F)(F)F.CCOC(=O)C(F)(F)F.CCOC(=O)C(F)(F)F.CCOC(=O)C(F)(F)F.CCOC(=O)C(F)(F)F
- E_LUMO: 0.0185 Ha
- Kohn-Sham gap: 0.4256 hartree
- E: -98857.3427 eV

Last column: Mulliken charge in e.
Geometry (Å):
F  -1.567  -9.987  -4.889  -0.23
F  -0.984  -7.884  -5.210  -0.23
F  3.874  7.882  13.079  -0.23
F  4.622  -2.505  -5.800  -0.24
F  -8.404  -8.926  4.484  -0.22
F  0.168  9.755  -2.002  -0.23
F  1.932  -0.947  0.832  -0.24
F  -8.295  -8.241  2.363  -0.22
F  0.755  0.708  -0.037  -0.23
F  3.161  -3.347  -7.133  -0.24
F  -10.144  -9.110  3.114  -0.24
F  1.291  10.611  -3.704  -0.23
F  -1.441  -8.492  -3.208  -0.23
F  4.572  6.233  11.917  -0.25
F  6.058  7.528  12.724  -0.24
F  1.199  0.731  2.152  -0.23
F  3.892  -1.440  -7.506  -0.25
F  1.744  11.045  -1.597  -0.25
O  0.980  -9.419  -2.902  -0.24
O  4.575  9.560  10.888  -0.55
O  -0.365  12.608  -3.701  -0.24
O  1.218  -9.658  -5.224  -0.54
O  4.625  7.635  9.793  -0.23
O  5.639  -4.408  -7.971  -0.52
O  -1.163  12.129  -1.686  -0.54
O  5.820  -2.343  -8.924  -0.21
O  -1.262  -0.189  1.697  -0.55
O  -10.773  -6.800  4.215  -0.29
O  -0.200  -2.137  1.215  -0.24
O  -8.745  -5.938  3.708  -0.55
C  -1.388  -2.906  1.238  -0.13
C  -0.935  -8.920  -4.373  0.87
C  -0.344  11.934  -2.554  0.45
C  2.020  -10.270  -2.488  -0.29
C  4.014  7.144  7.442  -1.07
C  4.215  8.227  8.530  -0.30
C  -9.046  -8.343  3.476  0.80
C  0.509  -9.385  -4.221  0.36
C  7.112  -1.639  -10.822  -1.15
C  -0.264  -0.808  1.317  0.33
C  -1.195  -3.989  2.252  -1.19
C  0.959  -0.056  1.066  0.91
C  6.642  -2.814  -9.968  -0.24
C  4.818  7.504  12.222  0.82
C  2.887  -9.606  -1.410  -1.08
C  -9.470  -6.926  3.906  0.46
C  -0.858  14.758  -4.832  -1.07
C  4.248  -2.644  -7.056  0.83
C  -11.348  -5.481  4.346  -0.33
C  0.747  10.844  -2.484  0.81
C  4.682  8.344  10.907  0.44
C  5.343  -3.230  -7.997  0.39
C  -1.429  13.611  -3.935  -0.18
C  -11.803  -5.316  5.805  -0.88
H  0.223  14.898  -4.845  0.33
H  3.377  8.901  8.706  0.36
H  -12.193  -5.443  3.659  0.32
H  -12.888  -5.396  5.724  0.25
H  -2.403  -2.548  1.408  0.32
H  6.198  -3.581  -10.603  0.33
H  1.541  -11.159  -2.078  0.29
H  -1.822  14.126  -3.058  0.28
H  2.617  -10.605  -3.336  0.36
H  -1.121  14.653  -5.884  0.28
H  -11.628  -4.281  6.099  0.28
H  7.960  -1.884  -11.462  0.38
H  -1.149  15.775  -4.567  0.34
H  -0.315  -4.620  2.128  0.30
H  6.206  -1.214  -11.256  0.29
H  7.458  -3.349  -9.483  0.32
H  7.585  -0.887  -10.191  0.32
H  3.984  7.567  6.437  0.36
H  2.152  -9.425  -0.626  0.28
H  -10.649  -4.692  4.068  0.32
H  -0.984  -3.540  3.223  0.32
H  4.827  6.422  7.366  0.31
H  -1.380  -3.321  0.230  0.27
H  -2.154  13.173  -4.620  0.26
H  -2.005  -4.717  2.300  0.38
H  3.092  6.620  7.694  0.28
H  3.511  -10.391  -0.982  0.35
H  4.948  8.981  8.242  0.31
H  -11.264  -6.059  6.391  0.32
H  3.379  -8.691  -1.738  0.33

---

# 2
A molecular structure, C4H6Br2FeN2O4S, computed with ωB97M-V/def2-TZVPD.

Calculated values
- Charge: 0
- Energy relative to the best compared isomer or geometry (same formula, charge and spin): 0.9 kcal/mol
- E_LUMO (alpha / beta): -0.0196 / -0.0187 Ha
- Expectation value of S²: 6.011
- Kohn-Sham gap (alpha / beta): 0.3057 / 0.3025 hartree
- E: -200724.8107 eV
- 2S+1: 5

Last column: Mulliken charge in e.
Geometry (Å):
Br  3.143  0.726  -1.305  -0.04
Br  0.867  2.726  -2.165  -0.02
Fe  0.359  0.306  -1.176  0.54
S  0.541  -2.143  -1.302  -0.45
O  0.383  0.790  0.702  -0.58
O  -3.158  0.874  0.497  -0.61
O  -1.598  0.638  -1.090  -0.67
O  -1.040  0.287  2.346  -0.63
N  -1.677  -2.154  0.167  -0.31
N  0.287  -2.166  1.349  -0.33
C  2.576  2.567  -1.271  -0.47
C  -0.818  0.635  1.203  0.65
C  -2.008  0.765  0.135  0.71
C  -0.350  -2.158  0.180  0.37
H  2.433  2.856  -0.237  0.37
H  3.302  3.176  -1.793  0.36
H  -0.189  -1.793  2.162  0.31
H  -2.132  -1.975  -0.714  0.24
H  1.280  -2.015  1.308  0.24
H  -2.202  -1.941  1.004  0.35

---

# 3
A single C5H8N2 molecule, computed with ωB97M-V/def2-TZVPD.

Calculated values
- Charge: 0
- Energy relative to the best compared isomer or geometry (same formula, charge and spin): 54.9 kcal/mol
- SMILES: Cc1c[nH]c(N)c1
- E_LUMO: 0.0342 Ha
- Kohn-Sham gap: 0.3248 hartree
- E: -8292.6155 eV

Last column: Mulliken charge in e.
Geometry (Å):
N  -1.651  -1.118  -1.944  -0.56
N  0.561  -0.957  -1.045  0.00
C  0.660  1.103  2.003  -1.09
C  -0.744  -0.597  -0.995  0.35
C  0.388  0.341  0.729  0.75
C  1.281  -0.357  -0.030  -0.72
C  -0.969  0.170  0.162  -0.81
H  0.322  0.494  2.849  0.22
H  1.723  1.320  2.160  0.33
H  -1.639  -0.588  -2.811  0.26
H  -0.763  1.292  0.047  0.05
H  0.948  -1.600  -1.718  0.21
H  0.128  2.061  2.090  0.32
H  -2.592  -1.049  -1.570  0.29
H  2.346  -0.515  0.071  0.39

---

# 4
A single C5H7NO molecule, computed with ωB97M-V/def2-TZVPD.

Calculated values
- Charge: 0
- Energy relative to the best compared isomer or geometry (same formula, charge and spin): 35.8 kcal/mol
- SMILES: N#CCC1(O)CC1
- E_LUMO: 0.0286 Ha
- Kohn-Sham gap: 0.4037 hartree
- E: -8834.6516 eV

Last column: Mulliken charge in e.
Geometry (Å):
O  -0.524  -1.422  0.669  -0.56
N  -1.298  -1.657  -2.662  -0.40
C  -0.629  -0.960  -2.033  0.15
C  -0.355  1.059  1.094  -0.88
C  0.230  -0.047  -1.238  -0.35
C  -0.013  -0.176  0.286  0.72
C  0.983  0.376  1.250  -0.68
H  -1.074  0.960  1.901  0.27
H  -0.351  2.037  0.602  0.25
H  1.279  -0.237  -1.486  0.28
H  0.096  0.980  -1.595  0.36
H  1.863  0.898  0.882  0.25
H  -1.361  -1.560  0.209  0.34
H  1.152  -0.251  2.121  0.26